--- A ---
ORCA calculation (wB97M-V/def2-TZVPD) on a molecular structure, C34H40N4Tl.

Cartesian coordinates (Å):
1 Tl -0.11 0.15 0.80
2 N -0.73 -1.52 3.72
3 N -2.26 1.97 1.55
4 C -0.65 -1.86 -1.95
5 C -1.69 -1.99 -0.97
6 C -1.20 -2.85 0.06
7 C -1.95 -3.26 1.27
8 H -3.03 -3.21 1.10
9 H -1.71 -2.61 2.14
10 H -1.69 -4.28 1.57
11 C 0.15 -3.18 -0.24
12 C 1.07 -4.00 0.58
13 H 1.26 -4.98 0.09
14 H 0.65 -4.20 1.58
15 H 2.05 -3.51 0.71
16 C 0.48 -2.60 -1.49
17 C 1.76 -2.81 -2.21
18 H 2.62 -2.68 -1.54
19 H 1.87 -2.12 -3.05
20 H 1.81 -3.84 -2.60
21 C -3.03 -1.35 -1.00
22 H -3.77 -1.98 -1.53
23 H -3.00 -0.38 -1.51
24 H -3.41 -1.18 0.02
25 C -0.76 -1.11 -3.22
26 H 0.23 -0.81 -3.59
27 H -1.37 -0.21 -3.10
28 H -1.23 -1.73 -4.01
29 C 0.21 -1.81 4.58
30 H 0.23 -2.85 4.96
31 C 1.15 -0.83 5.01
32 H 1.97 -1.18 5.63
33 C 1.00 0.52 4.59
34 H 1.77 1.27 4.92
35 C -0.15 0.87 3.84
36 H -0.43 1.90 3.57
37 C -1.20 -0.19 3.60
38 C -2.60 0.08 3.50
39 H -2.90 -0.66 2.42
40 C -1.53 2.10 0.53
41 C -3.41 2.72 1.27
42 H -4.19 2.69 1.99
43 C -3.27 3.43 0.05
44 H -3.95 4.11 -0.44
45 N -2.03 2.99 -0.47
46 C -1.63 2.82 -1.82
47 C -2.64 2.61 -2.80
48 C -2.24 2.61 -4.14
49 H -3.01 2.54 -4.90
50 C -0.90 2.74 -4.50
51 C -0.54 2.96 -5.93
52 H 0.40 2.46 -6.19
53 H -0.41 4.03 -6.14
54 H -1.33 2.59 -6.59
55 C 0.08 2.75 -3.52
56 H 1.13 2.82 -3.80
57 C -0.24 2.76 -2.17
58 C 0.87 2.82 -1.16
59 H 0.49 2.74 -0.12
60 H 1.41 3.78 -1.27
61 H 1.62 2.02 -1.34
62 C -4.06 2.35 -2.42
63 H -4.56 3.23 -2.01
64 H -4.20 1.50 -1.74
65 H -4.60 2.10 -3.34
66 N 3.08 1.16 1.47
67 C 3.90 0.13 1.91
68 C 3.27 -1.01 2.47
69 C 4.00 -1.98 3.16
70 C 5.40 -1.89 3.20
71 C 6.04 -0.82 2.53
72 C 5.31 0.16 1.85
73 H 2.30 1.44 2.04
74 H 3.45 1.92 0.88
75 H 2.18 -1.09 2.38
76 H 3.48 -2.81 3.66
77 H 5.97 -2.65 3.75
78 H 7.13 -0.76 2.55
79 H 5.81 0.97 1.30

As for the total charge: -1.

--- B ---
ORCA calculation (wB97M-V/def2-TZVPD) on a molecular structure, C34H40N4Tl.

Cartesian coordinates (Å):
1 Tl -1.22 0.65 2.74
2 N -0.13 -1.82 2.18
3 N 0.53 -2.92 -0.93
4 C 2.06 1.91 0.32
5 C 2.75 0.64 0.53
6 C 2.67 0.38 1.96
7 C 3.07 -0.88 2.59
8 H 3.86 -1.36 2.01
9 H 2.21 -1.57 2.64
10 H 3.43 -0.71 3.62
11 C 2.07 1.48 2.58
12 C 1.87 1.64 4.04
13 H 1.77 2.70 4.31
14 H 2.74 1.23 4.59
15 H 0.98 1.11 4.42
16 C 1.68 2.42 1.57
17 C 0.94 3.68 1.81
18 H -0.15 3.53 1.81
19 H 1.17 4.41 1.02
20 H 1.22 4.12 2.77
21 C 3.36 -0.14 -0.43
22 H 3.83 -1.08 -0.14
23 H 3.51 0.25 -1.43
24 H 2.20 -1.74 -1.60
25 C 1.78 2.51 -0.99
26 H 0.76 2.27 -1.34
27 H 2.48 2.12 -1.75
28 H 1.88 3.61 -0.96
29 C -0.68 -2.05 3.40
30 H -0.30 -1.45 4.25
31 C -1.76 -2.92 3.58
32 H -2.37 -2.84 4.48
33 C -2.00 -3.87 2.59
34 H -2.83 -4.58 2.67
35 C -1.11 -3.94 1.53
36 H -1.12 -4.77 0.81
37 C -0.09 -2.96 1.37
38 C 0.92 -3.19 0.35
39 H 1.97 -3.01 0.57
40 C 1.25 -2.20 -1.84
41 C -0.73 -3.19 -1.53
42 H -1.47 -3.81 -1.06
43 C -0.79 -2.45 -2.64
44 H -1.60 -2.35 -3.35
45 N 0.39 -1.71 -2.76
46 C 0.58 -0.50 -3.50
47 C 1.85 -0.24 -4.05
48 C 2.09 1.02 -4.61
49 H 3.08 1.24 -5.02
50 C 1.09 1.99 -4.67
51 C 1.35 3.33 -5.30
52 H 1.63 4.08 -4.55
53 H 0.45 3.70 -5.82
54 H 2.16 3.27 -6.03
55 C -0.15 1.72 -4.09
56 H -0.93 2.48 -4.10
57 C -0.41 0.49 -3.47
58 C -1.69 0.32 -2.71
59 H -2.32 -0.48 -3.13
60 H -2.27 1.25 -2.77
61 H -1.53 0.11 -1.64
62 C 2.94 -1.26 -4.04
63 H 2.58 -2.28 -4.17
64 H 3.55 -1.20 -3.13
65 H 3.62 -1.03 -4.87
66 N -3.54 -1.05 0.56
67 C -4.06 -0.23 1.54
68 C -4.33 -0.74 2.83
69 C -4.50 0.14 3.89
70 C -4.50 1.52 3.67
71 C -4.36 2.03 2.38
72 C -4.15 1.17 1.30
73 H -3.55 -2.05 0.69
74 H -3.55 -0.74 -0.41
75 H -4.37 -1.83 2.97
76 H -4.66 -0.26 4.90
77 H -4.66 2.21 4.51
78 H -4.42 3.11 2.20
79 H -4.03 1.54 0.28

As for the total charge: -1.

Relative to the most stable structure, the computed energies are A 25.9; B 0.0, all in kcal/mol.

--- A ---
ORCA calculation (wB97M-V/def2-TZVPD) on a molecular structure, C6H6O.

Cartesian coordinates (Å):
1 O 0.06 -0.18 1.70
2 C 0.45 -0.96 0.29
3 C -0.71 -0.88 -0.69
4 C -1.30 0.45 -0.73
5 C -1.76 1.56 -0.72
6 C 1.40 0.04 0.54
7 C 2.32 0.87 0.65
8 H -0.41 0.66 1.48
9 H 0.83 -2.01 0.32
10 H -1.45 -1.62 -0.36
11 H -0.39 -1.20 -1.69
12 H -2.17 2.55 -0.73
13 H 3.07 0.74 -0.11

As for the total charge: 0.

--- B ---
ORCA calculation (wB97M-V/def2-TZVPD) on C6H6O in the gas phase.

Cartesian coordinates (Å):
1 O -1.76 -0.73 -1.53
2 C -0.78 -0.17 -0.80
3 C 0.56 -0.52 -0.96
4 C 1.56 -0.38 0.07
5 C 1.14 0.26 1.18
6 C -0.21 0.68 1.28
7 C -1.20 0.29 0.45
8 H -1.93 -0.28 -2.34
9 H 0.91 -1.13 -1.79
10 H 2.63 -0.55 -0.19
11 H 1.91 0.51 1.95
12 H -0.53 1.35 2.18
13 H -2.30 0.66 0.49

As for the total charge: 0.

--- C ---
ORCA calculation (wB97M-V/def2-TZVPD) on C6H6O in the gas phase.

Cartesian coordinates (Å):
1 C 2.06 -0.20 -1.13
2 C 0.91 -0.57 -1.17
3 C -0.52 -0.64 -1.00
4 C -0.86 0.56 0.01
5 O -0.14 1.76 -0.15
6 C -0.74 0.09 1.40
7 C -0.49 -0.38 2.49
8 H 3.09 0.05 -1.14
9 H -1.05 -0.56 -1.97
10 H -0.87 -1.58 -0.55
11 H -1.87 0.73 -0.34
12 H 0.77 1.58 0.12
13 H -0.29 -0.84 3.44

As for the total charge: 0.

--- D ---
ORCA calculation (wB97M-V/def2-TZVPD) on a molecular structure, C6H6O.

Cartesian coordinates (Å):
1 C -1.25 -0.99 -0.62
2 C -1.97 0.05 0.11
3 C -0.10 -0.85 0.11
4 C -0.49 0.52 0.27
5 C 1.13 -1.50 0.33
6 C 0.28 1.64 -0.25
7 O -3.13 0.29 0.43
8 H 1.73 -1.32 -0.53
9 H 1.03 -2.70 0.35
10 H 1.64 -0.93 1.15
11 H -0.09 1.92 -1.26
12 H 1.31 1.30 -0.39
13 H -0.07 2.56 0.29

As for the total charge: 0.

Relative to the most stable structure, the computed energies are A 133.5; B 0.0; C 71.8; D 85.2, all in kcal/mol.

--- A ---
ORCA calculation (wB97M-V/def2-TZVPD) on C6H6O in the gas phase.

Cartesian coordinates (Å):
1 C -1.26 2.56 0.67
2 C -0.75 1.50 0.41
3 C -0.12 0.25 0.19
4 C -0.85 -0.81 -0.12
5 C -1.27 -1.67 -0.99
6 C 1.39 0.10 0.36
7 O 1.93 -1.00 -0.33
8 H -1.72 3.48 0.93
9 H -0.57 -1.03 -1.62
10 H -1.81 -2.63 -0.95
11 H 1.59 0.05 1.44
12 H 1.89 0.99 -0.04
13 H 1.56 -1.81 0.06

As for the total charge: 0.

--- B ---
ORCA calculation (wB97M-V/def2-TZVPD) on a molecular structure, C6H6O.

Cartesian coordinates (Å):
1 C 2.68 0.64 -0.01
2 C 1.49 0.42 0.02
3 C 0.11 0.05 -0.09
4 C -1.00 1.11 -0.22
5 C -1.12 0.03 0.80
6 O -1.55 -1.27 0.37
7 C -0.36 -1.44 -0.41
8 H 3.73 0.82 0.00
9 H -1.65 1.30 -1.08
10 H -0.72 2.07 0.26
11 H -1.29 0.20 1.85
12 H 0.23 -2.30 -0.01
13 H -0.54 -1.63 -1.47

As for the total charge: 0.

--- C ---
ORCA calculation (wB97M-V/def2-TZVPD) on C6H6O in the gas phase.

Cartesian coordinates (Å):
1 O 1.21 -1.28 1.37
2 C 0.53 -0.71 0.55
3 C -0.62 -1.24 -0.20
4 C -1.07 -0.35 -1.10
5 C -0.31 0.94 -1.01
6 C -0.43 1.69 0.30
7 C 0.72 0.71 0.06
8 H -1.02 -2.25 -0.02
9 H -1.90 -0.49 -1.80
10 H -0.06 1.47 -1.93
11 H -0.17 2.73 0.28
12 H -1.25 1.43 0.97
13 H 1.73 1.10 0.02

As for the total charge: 0.

Relative to the most stable structure, the computed energies are A 95.6; B 72.8; C 0.0, all in kcal/mol.

--- A ---
ORCA calculation (wB97M-V/def2-TZVPD) on a molecular structure, C3H4O2.

Cartesian coordinates (Å):
1 C 0.68 -0.51 0.08
2 C -1.14 0.15 -0.01
3 C 1.70 0.34 -0.19
4 O 2.87 -0.02 -0.09
5 O -2.12 -0.65 -0.12
6 H 0.62 -1.53 0.21
7 H -1.34 1.09 0.34
8 H 1.53 1.37 -0.53
9 H -2.81 -0.24 0.31

As for the total charge: 0.

--- B ---
ORCA calculation (wB97M-V/def2-TZVPD) on C3H4O2 in the gas phase.

Cartesian coordinates (Å):
1 C -1.66 1.33 -0.06
2 C -0.78 0.38 -0.02
3 C 0.09 -0.58 0.11
4 O 1.42 -0.33 0.27
5 O 2.21 -1.32 -0.41
6 H -2.06 1.78 0.83
7 H -2.03 1.71 -1.00
8 H -0.21 -1.63 0.15
9 H 3.01 -1.35 0.13

As for the total charge: 0.

Relative to the most stable structure, the computed energies are A 12.7; B 0.0, all in kcal/mol.

--- A ---
ORCA calculation (wB97M-V/def2-TZVPD) on C3H4O2 in the gas phase.

Cartesian coordinates (Å):
1 O 0.21 -0.51 -3.02
2 C 0.14 -0.64 -1.83
3 C 0.52 0.25 -0.86
4 C 0.09 0.07 0.38
5 O 0.42 1.18 1.30
6 H -0.34 -1.59 -1.50
7 H 1.15 1.20 -0.89
8 H -0.32 -0.87 0.83
9 H -0.40 1.55 1.63

As for the total charge: 0.

--- B ---
ORCA calculation (wB97M-V/def2-TZVPD) on a molecular structure, C3H4O2.

Cartesian coordinates (Å):
1 C 0.88 1.29 -0.04
2 C 0.52 -0.22 -0.09
3 C -1.03 -0.54 -0.09
4 H -0.02 2.08 -0.56
5 H 1.95 1.42 -0.46
6 H 1.00 1.50 1.29
7 H -1.15 -1.63 -0.06
8 O 1.41 -1.06 0.06
9 O -1.91 0.24 0.08

As for the total charge: 0.

Relative to the most stable structure, the computed energies are A 0.0; B 9.9, all in kcal/mol.

--- A ---
ORCA calculation (wB97M-V/def2-TZVPD) on 2 unconnected molecules or ions with the total composition C3H4O2.

Cartesian coordinates (Å):
1 C -0.62 0.50 -0.26
2 C 0.24 -0.31 -0.71
3 C 0.87 -2.24 0.97
4 O -0.11 -2.98 2.79
5 O -0.09 -2.13 1.77
6 H -0.89 1.39 -0.66
7 H -1.01 0.40 0.66
8 H 0.54 -0.54 -1.78
9 H 1.73 -2.92 1.02

As for the total charge: 0.

--- B ---
ORCA calculation (wB97M-V/def2-TZVPD) on C3H4O2 in the gas phase.

Cartesian coordinates (Å):
1 C -0.25 -0.09 1.46
2 C 0.58 0.19 0.49
3 C 0.13 -0.12 -1.21
4 O -1.20 -0.28 -1.46
5 O -0.52 0.90 -1.84
6 H 0.06 0.04 2.49
7 H -1.25 -0.45 1.30
8 H 1.59 0.52 0.55
9 H 0.85 -0.71 -1.77

As for the total charge: 0.

Relative to the most stable structure, the computed energies are A 121.3; B 0.0, all in kcal/mol.

--- A ---
ORCA calculation (wB97M-V/def2-TZVPD) on 2 unconnected molecules or ions with the total composition C7H14O.

Cartesian coordinates (Å):
1 C 0.91 -1.69 1.97
2 C -0.09 -0.97 1.40
3 C -1.18 -1.22 0.28
4 C -0.89 -0.30 -0.83
5 C -1.50 -0.33 -2.02
6 C -0.05 0.98 -0.69
7 C -0.83 2.10 0.18
8 H 1.11 -1.62 3.03
9 H 1.39 -2.51 1.53
10 H -0.31 -0.05 1.93
11 H -1.39 -2.21 -0.13
12 H -2.24 -1.06 0.75
13 H -2.32 -0.98 -2.35
14 H -1.34 0.31 -2.81
15 H 0.93 0.89 -0.30
16 H 0.21 1.31 -1.70
17 H -1.68 2.21 -0.41
18 H -1.02 1.63 1.12
19 H -0.23 3.08 0.21
20 O 3.39 0.53 -0.44
21 H 3.61 -0.08 -1.06
22 H 3.53 0.00 0.34

As for the total charge: 0.

--- B ---
ORCA calculation (wB97M-V/def2-TZVPD) on C7H14O in the gas phase.

Cartesian coordinates (Å):
1 C 0.30 -2.01 -0.40
2 O -0.46 1.63 -0.54
3 C -0.55 -0.83 -0.68
4 C -1.92 -0.75 -0.06
5 C 0.35 0.51 -0.38
6 C 1.44 0.34 -1.40
7 C 0.96 0.48 1.06
8 C 0.03 0.80 2.23
9 H -0.21 -2.59 0.42
10 H 2.40 0.70 -1.14
11 H 0.51 -2.68 -1.22
12 H -0.81 -0.72 -1.90
13 H -1.96 -0.14 0.79
14 H -2.19 -1.89 0.11
15 H -2.70 -0.26 -0.79
16 H 1.17 0.68 -2.40
17 H 1.25 -0.77 -1.29
18 H 1.44 -0.39 0.99
19 H 1.81 1.29 0.97
20 H 0.59 0.85 3.21
21 H -0.73 -0.05 2.39
22 H -0.51 1.71 2.06

As for the total charge: 0.

Relative to the most stable structure, the computed energies are A 0.0; B 95.9, all in kcal/mol.

--- A ---
ORCA calculation (wB97M-V/def2-TZVPD) on a molecular structure, C7H14O.

Cartesian coordinates (Å):
1 C 1.79 0.17 0.33
2 C -0.74 -1.69 -0.86
3 C 2.84 -0.85 0.06
4 C 0.90 0.12 1.32
5 O 0.13 -1.24 -1.57
6 H 1.88 1.06 -0.27
7 H -1.64 -1.08 -0.67
8 H -0.77 -2.78 -0.70
9 H -1.83 -1.78 2.29
10 H 2.78 -1.69 0.76
11 H 0.32 1.00 1.55
12 H -1.32 -1.30 1.90
13 H 2.74 -1.23 -0.96
14 H 3.84 -0.42 0.12
15 H 0.99 -0.64 2.09
16 C -1.20 1.91 -1.56
17 C -1.96 1.70 -0.36
18 C -2.60 1.51 0.64
19 H -1.86 1.98 -2.42
20 H -0.50 1.09 -1.72
21 H -0.64 2.85 -1.49
22 H -3.15 1.32 1.52

As for the total charge: 0.

--- B ---
ORCA calculation (wB97M-V/def2-TZVPD) on 2 unconnected molecules or ions with the total composition C7H14O.

Cartesian coordinates (Å):
1 C 1.85 1.33 -0.95
2 C 0.94 1.07 -0.01
3 C 0.45 -0.29 0.30
4 C 1.16 -1.42 0.29
5 C 0.66 -2.80 0.38
6 C -1.13 -0.39 0.61
7 C -1.85 0.82 1.14
8 H 2.46 2.24 -1.05
9 H 2.15 0.64 -1.75
10 H 0.67 1.93 0.64
11 H 2.21 -1.29 0.11
12 H 1.21 -3.35 -0.40
13 H -0.39 -3.10 0.35
14 H 0.93 -3.29 1.34
15 H -1.51 -0.64 -0.39
16 H -1.44 -1.26 1.18
17 H -1.12 1.62 0.80
18 H -1.74 0.85 2.26
19 H -2.91 0.94 0.98
20 O -1.16 2.28 -1.97
21 H -0.61 2.19 -2.74
22 H -0.85 1.95 -1.12

As for the total charge: 0.

Relative to the most stable structure, the computed energies are A 52.7; B 0.0, all in kcal/mol.

--- A ---
ORCA calculation (wB97M-V/def2-TZVPD) on 2 unconnected molecules or ions with the total composition C7H14O.

Cartesian coordinates (Å):
1 C 1.55 -1.29 2.22
2 C 1.46 -0.27 1.36
3 C 1.38 -0.31 -0.06
4 C 0.21 0.02 -0.70
5 C -0.02 -0.43 -2.10
6 C -0.89 0.60 0.09
7 C -1.71 -0.53 0.81
8 H 1.85 -1.09 3.23
9 H 1.41 -2.31 1.89
10 H 1.63 0.75 1.74
11 H 2.12 -0.83 -0.64
12 H 0.11 -1.50 -2.01
13 H 0.73 -0.13 -2.86
14 H -0.97 -0.42 -2.61
15 H -1.67 0.92 -0.56
16 H -0.46 1.38 0.77
17 H -1.42 -0.69 1.86
18 H -1.65 -1.54 0.33
19 H -2.78 -0.31 0.81
20 O -0.46 2.94 -0.95
21 H 0.30 2.37 -0.81
22 H -0.74 2.68 -1.83

As for the total charge: 0.

--- B ---
ORCA calculation (wB97M-V/def2-TZVPD) on 2 unconnected molecules or ions with the total composition C7H14O.

Cartesian coordinates (Å):
1 C 0.04 1.70 1.79
2 C -0.14 1.38 0.51
3 C 0.05 2.45 -0.55
4 C -0.50 -0.02 0.11
5 C -1.26 -0.74 0.92
6 C 0.00 -0.55 -1.21
7 C -0.89 -1.60 -1.86
8 H -0.10 0.96 2.57
9 H 0.32 2.70 2.12
10 H -0.17 2.18 -1.57
11 H -0.51 3.36 -0.33
12 H 1.07 2.85 -0.42
13 H -1.59 -1.74 0.64
14 H -1.81 -0.47 1.81
15 H 0.98 -1.05 -1.15
16 H 0.25 0.28 -1.87
17 H -0.63 -1.84 -2.90
18 H -1.96 -1.41 -1.91
19 H -0.77 -2.51 -1.27
20 O 2.89 -2.05 1.44
21 H 2.54 -1.16 1.51
22 H 2.20 -2.71 1.61

As for the total charge: 0.

--- C ---
ORCA calculation (wB97M-V/def2-TZVPD) on 2 unconnected molecules or ions with the total composition C7H14O.

Cartesian coordinates (Å):
1 C -2.45 2.44 0.81
2 C -1.86 1.16 0.38
3 C -0.61 0.67 0.45
4 C -0.43 -0.65 -0.15
5 C 0.66 -1.43 -0.28
6 C 0.72 -2.91 -0.60
7 C -0.52 -3.47 -1.24
8 H -3.24 2.71 0.12
9 H -1.75 3.24 0.59
10 H -2.89 2.38 1.82
11 H -2.63 0.58 -0.12
12 H 0.12 1.03 1.16
13 H -1.33 -1.26 -0.37
14 H 1.59 -0.86 -0.33
15 H 1.65 -3.00 -1.16
16 H 0.67 -3.36 0.40
17 H -1.38 -3.63 -0.60
18 H -0.98 -2.79 -1.96
19 H -0.35 -4.43 -1.77
20 O 5.10 4.95 1.03
21 H 5.18 4.15 1.57
22 H 4.74 4.49 0.26

As for the total charge: 0.

--- D ---
ORCA calculation (wB97M-V/def2-TZVPD) on C7H14O in the gas phase.

Cartesian coordinates (Å):
1 C 2.07 0.00 1.04
2 C 0.98 0.31 0.34
3 C 0.97 0.88 -1.07
4 C 1.33 2.35 -1.08
5 C -0.35 0.30 1.01
6 C -1.13 -1.00 1.17
7 C -1.27 -1.73 -0.15
8 O -2.31 -1.07 -0.89
9 H 3.08 0.13 0.67
10 H 1.83 -0.50 1.97
11 H 1.60 0.25 -1.70
12 H -0.04 0.72 -1.45
13 H 1.48 2.78 -2.07
14 H 2.25 2.61 -0.55
15 H 0.51 2.94 -0.67
16 H -1.01 1.13 0.69
17 H -0.33 0.78 1.99
18 H -2.08 -0.84 1.67
19 H -0.55 -1.64 1.84
20 H -1.60 -2.75 0.09
21 H -0.42 -1.78 -0.82
22 H -2.84 -1.69 -1.41

As for the total charge: 0.

Relative to the most stable structure, the computed energies are A 23.6; B 2.7; C 18.1; D 0.0, all in kcal/mol.